[1]
ORCA calculation (the ωB97M-V functional and the def2-TZVPD basis) on a structure of composition C39H36BrCl2CsF3GeN5O4S.

Geometry as ORCA input:
```
! wB97M-V def2-TZVPD RIJCOSX def2/J DEFGRID3
* xyz -2 1
Cs -1.278 -0.266 0.486
Cl -6.655 3.578 5.096
C -5.729 3.042 3.708
C -4.713 2.115 3.905
C -3.925 1.638 2.850
N -2.866 0.743 2.981
C -2.683 0.084 4.112
O -3.363 0.035 5.163
C -1.446 -0.821 4.148
C -1.528 -1.975 4.931
C -0.440 -2.819 5.023
C 0.728 -2.482 4.352
C 0.728 -1.314 3.613
N -0.323 -0.499 3.498
C -4.217 2.137 1.540
C -5.229 3.078 1.379
C -5.993 3.529 2.447
Cl -7.251 4.707 2.150
N -3.438 1.754 0.457
C -3.949 1.248 -0.632
O -3.291 0.962 -1.672
C -5.422 0.875 -0.716
C -6.183 1.348 -1.786
C -7.516 1.003 -1.867
C -8.049 0.166 -0.894
C -7.207 -0.283 0.109
N -5.925 0.062 0.211
H -4.533 1.735 4.897
H -2.456 -2.163 5.453
H -0.495 -3.729 5.610
H 1.611 -3.108 4.387
H 1.623 -1.025 3.068
H -5.415 3.482 0.392
H -5.703 1.973 -2.528
H -8.136 1.376 -2.674
H -9.090 -0.133 -0.910
H -7.579 -0.950 0.881
F 2.615 5.311 -1.809
C 3.389 4.226 -1.646
F 4.605 4.696 -1.262
F 3.579 3.684 -2.861
C 2.839 3.258 -0.632
C 3.587 2.987 0.503
C 3.084 2.122 1.457
C 1.831 1.576 1.240
N 1.106 1.828 0.156
C 1.592 2.624 -0.786
S 0.550 2.957 -2.187
H 4.552 3.456 0.637
H 3.639 1.886 2.355
H 1.376 0.920 1.975
Br 4.134 -5.287 3.646
C 4.059 -3.743 2.523
C 5.135 -2.871 2.522
C 5.068 -1.742 1.716
C 3.943 -1.501 0.940
C 2.874 -2.388 0.953
C 2.933 -3.523 1.754
C 1.612 -2.097 0.127
O 0.678 -2.915 0.233
O 1.647 -1.044 -0.551
H 6.001 -3.069 3.140
H 5.900 -1.047 1.701
H 3.860 -0.621 0.315
H 2.082 -4.192 1.761
C 0.866 -3.753 -3.243
C 0.763 -2.283 -3.633
C -0.453 -1.619 -3.002
C -0.724 -0.186 -3.456
Ge 0.687 1.178 -3.596
C 2.559 0.697 -3.959
C 3.461 0.238 -2.819
C 4.866 -0.096 -3.310
C 5.796 -0.522 -2.181
H 1.769 -4.217 -3.648
H 0.004 -4.316 -3.613
H 0.884 -3.848 -2.156
H 0.723 -2.179 -4.726
H 1.662 -1.764 -3.293
H -0.338 -1.682 -1.922
H -1.342 -2.213 -3.248
H -1.535 0.268 -2.877
H -1.075 -0.203 -4.495
H 0.259 2.000 -4.843
H 2.983 1.584 -4.439
H 2.511 -0.082 -4.728
H 3.027 -0.617 -2.295
H 3.532 1.024 -2.065
H 5.284 0.776 -3.827
H 4.804 -0.895 -4.058
H 5.870 0.265 -1.425
H 6.805 -0.734 -2.544
H 5.420 -1.417 -1.683
*
```

## Properties
Maximum force ... 0.119 eV/A
Relative energy (zero: lowest compared OMol25 entry of this formula, charge and spin) ... 48.6 kJ/mol
HOMO level ... -1.838 eV
HOMO-LUMO gap ... 0.1945 Ha


[2]
ORCA calculation (the ωB97M-V functional and the def2-TZVPD basis) on a structure of composition C26H32N10O10P2STi.

Geometry as ORCA input:
```
! wB97M-V def2-TZVPD RIJCOSX def2/J DEFGRID3
* xyz 2 1
Ti 0.517 -0.564 0.711
N 0.168 -0.361 4.837
C -0.458 -1.547 4.149
C -1.176 -2.420 5.178
P -1.645 -0.942 2.869
O -2.551 0.066 3.707
O -2.319 -2.058 2.203
O -0.804 0.014 1.971
P 0.865 -2.513 3.313
O 2.001 -2.342 4.401
O 0.461 -3.881 2.971
O 1.238 -1.642 2.084
H -0.552 0.295 5.147
H 0.879 0.143 4.242
H 0.689 -0.683 5.657
H -1.940 -1.850 5.710
H -0.467 -2.819 5.905
H -1.648 -3.259 4.672
H -3.441 -0.263 3.894
H 2.812 -2.858 4.287
C 4.276 -2.282 -1.105
O 3.179 -3.207 -0.841
C 2.032 -2.691 -0.533
O 1.798 -1.455 -0.580
N 1.084 -3.562 -0.189
N -0.127 -3.038 0.287
H 5.136 -2.922 -1.260
H 4.412 -1.637 -0.240
H 4.055 -1.707 -2.000
H 1.312 -4.541 -0.075
H -0.314 -3.451 1.207
H -0.879 -3.288 -0.348
N 6.090 5.738 1.913
C 5.402 4.581 2.052
C 5.907 3.379 1.521
C 5.198 2.210 1.649
C 3.972 2.213 2.313
C 3.458 3.394 2.850
C 4.162 4.563 2.722
S 3.076 0.756 2.411
O 3.919 -0.378 2.178
O 2.276 0.778 3.625
N 1.928 0.780 1.195
C 1.792 1.642 0.128
N 2.546 2.675 -0.189
C 2.151 3.347 -1.268
C 1.035 3.004 -2.027
C 0.330 1.889 -1.633
N 0.719 1.209 -0.552
H 7.024 5.735 1.545
H 5.794 6.569 2.392
H 6.868 3.377 1.022
H 5.594 1.286 1.252
H 2.513 3.386 3.378
H 3.775 5.480 3.149
H 2.758 4.202 -1.542
H 0.743 3.580 -2.891
H -0.538 1.528 -2.172
N -5.457 -0.155 -3.633
C -6.055 -0.302 -4.867
C -7.343 -0.027 -5.322
C -7.590 -0.305 -6.647
C -6.598 -0.839 -7.496
C -5.331 -1.110 -7.040
C -5.058 -0.836 -5.695
N -3.893 -1.012 -4.979
C -4.168 -0.601 -3.771
C -3.178 -0.613 -2.702
C -3.382 -0.058 -1.442
C -2.371 -0.106 -0.502
N -1.185 -0.682 -0.734
C -0.982 -1.207 -1.961
C -1.931 -1.197 -2.951
H -5.907 0.173 -2.797
H -8.109 0.382 -4.677
H -8.574 -0.109 -7.053
H -6.850 -1.037 -8.529
H -4.567 -1.521 -7.685
H -4.308 0.427 -1.170
H -2.511 0.345 0.467
H -0.008 -1.640 -2.144
H -1.728 -1.630 -3.920
*
```

## Properties
Maximum force ... 0.536 eV/A
Relative energy (zero: lowest compared OMol25 entry of this formula, charge and spin) ... 0.0 kJ/mol
HOMO level ... -12.318 eV
HOMO-LUMO gap ... 0.2196 Ha


[3]
ORCA calculation (the ωB97M-V functional and the def2-TZVPD basis) on the molecule C18H24ClN3O2.

Geometry as ORCA input:
```
! wB97M-V def2-TZVPD RIJCOSX def2/J DEFGRID3
* xyz 0 1
O -3.991 -2.141 0.484
C -4.037 -1.137 1.473
C -3.210 0.094 1.095
C -1.709 -0.214 1.101
C -0.908 0.671 0.138
C -0.998 2.136 0.578
C -0.181 3.032 -0.341
C -0.699 2.853 -1.760
C -0.604 1.383 -2.147
N -1.390 0.550 -1.241
C -1.475 -0.812 -1.726
C -0.213 -1.600 -1.592
N 0.990 -1.138 -1.448
C 1.743 -2.260 -1.268
C 3.194 -2.176 -0.959
C 3.320 -1.244 0.217
C 3.247 -1.743 1.511
C 3.263 -0.900 2.607
C 3.346 0.469 2.423
C 3.419 0.990 1.144
C 3.403 0.136 0.052
Cl 3.490 0.827 -1.529
N 1.038 -3.352 -1.309
O -0.246 -2.937 -1.522
H -4.430 -1.810 -0.308
H -5.078 -0.844 1.668
H -3.634 -1.600 2.377
H -3.501 0.427 0.096
H -3.436 0.895 1.799
H -1.561 -1.265 0.850
H -1.307 -0.071 2.106
H 0.154 0.369 0.198
H -2.040 2.456 0.548
H -0.641 2.215 1.606
H -0.263 4.075 -0.028
H 0.871 2.743 -0.297
H -0.117 3.448 -2.466
H -1.741 3.175 -1.812
H -1.003 1.245 -3.156
H 0.451 1.076 -2.146
H -2.258 -1.360 -1.195
H -1.758 -0.780 -2.785
H 3.567 -3.172 -0.725
H 3.726 -1.775 -1.824
H 3.170 -2.811 1.652
H 3.206 -1.312 3.603
H 3.351 1.135 3.272
H 3.483 2.055 0.986
*
```

## Properties
Maximum force ... 1.249 eV/A
SMILES ... OCCC[C@@H]1CCCCN1Cc1nc(Cc2ccccc2Cl)no1
Relative energy (zero: lowest compared OMol25 entry of this formula, charge and spin) ... 160.2 kJ/mol
HOMO level ... -8.704 eV
HOMO-LUMO gap ... 0.3497 Ha


[4]
ORCA calculation (the ωB97M-V functional and the def2-TZVPD basis) on a structure of composition C25H20ClCoN3O2.

Geometry as ORCA input:
```
! wB97M-V def2-TZVPD RIJCOSX def2/J DEFGRID3
* xyz 0 4
Co 0.361 -0.029 -0.468
Cl -5.821 -0.928 -4.280
C -4.269 -1.003 -3.502
C -3.312 -1.924 -3.964
C -2.086 -1.995 -3.367
C -1.718 -1.152 -2.277
O -0.540 -1.263 -1.784
C -2.712 -0.234 -1.812
C -2.535 0.674 -0.731
N -1.484 0.824 0.015
C -1.488 1.768 1.060
C -2.520 2.607 1.410
C -2.391 3.520 2.471
C -1.240 3.609 3.200
C -0.150 2.773 2.876
C 1.082 2.806 3.564
C 2.099 1.981 3.175
C 1.891 1.119 2.087
N 0.758 1.055 1.433
C -0.272 1.858 1.805
C -3.974 -0.185 -2.455
H -3.558 -2.570 -4.797
H -1.337 -2.693 -3.717
H -3.410 1.293 -0.532
H -3.453 2.603 0.865
H -3.230 4.164 2.702
H -1.145 4.314 4.016
H 1.205 3.494 4.391
H 3.056 1.985 3.678
H 2.686 0.468 1.738
H -4.712 0.527 -2.105
C -0.663 -2.048 1.702
O 0.431 -1.766 0.825
H -0.300 -2.315 2.695
H -1.284 -2.850 1.303
H -1.260 -1.143 1.768
H 0.859 -2.585 0.560
C 1.704 1.140 -1.537
C 0.662 2.076 -1.943
C -0.218 1.791 -3.005
C -1.352 2.545 -3.220
C -1.641 3.635 -2.395
C -0.730 3.994 -1.395
C 0.399 3.238 -1.185
C -2.862 4.365 -2.550
N -3.860 4.930 -2.648
H 2.479 1.611 -0.933
H 2.131 0.555 -2.351
H -0.027 0.925 -3.627
H -2.040 2.279 -4.013
H -0.933 4.860 -0.777
H 1.088 3.512 -0.393
*
```

## Properties
Maximum force ... 0.545 eV/A
Relative energy (zero: lowest compared OMol25 entry of this formula, charge and spin) ... 0.0 kJ/mol
HOMO level (alpha / beta) ... -6.923 / -7.462 eV
HOMO-LUMO gap (alpha / beta) ... 0.2251 / 0.2445 Ha
Expectation value of S² ... 3.76


[5]
ORCA calculation (the ωB97M-V functional and the def2-TZVPD basis) on a structure of composition C3H2AgFO.

Geometry as ORCA input:
```
! wB97M-V def2-TZVPD RIJCOSX def2/J DEFGRID3
* xyz -1 2
H -0.834 -1.233 -0.991
O 0.409 -0.735 1.435
C -0.151 -0.414 -1.219
C 0.132 0.626 -0.426
C 0.083 0.429 1.057
F 0.302 -0.484 -2.496
H 0.530 1.555 -0.844
Ag -0.471 0.255 3.483
*
```

## Properties
Maximum force ... 1.834 eV/A
Relative energy (zero: lowest compared OMol25 entry of this formula, charge and spin) ... 6.7 kJ/mol
HOMO level (alpha / beta) ... -1.484 / -2.522 eV
HOMO-LUMO gap (alpha / beta) ... 0.1996 / 0.2378 Ha
Expectation value of S² ... 0.75


[6]
ORCA calculation (the ωB97M-V functional and the def2-TZVPD basis) on the molecule C7H12NPS2.

Geometry as ORCA input:
```
! wB97M-V def2-TZVPD RIJCOSX def2/J DEFGRID3
* xyz 0 1
C -1.295 3.396 -1.863
C -0.943 2.441 -1.203
C -0.511 1.215 -0.514
C -1.694 0.114 -0.525
N -2.271 -0.068 0.834
C -2.015 -1.078 1.484
C 0.733 0.637 -1.217
P 1.422 -0.816 -0.417
S 3.144 -1.054 -1.620
S 2.246 0.092 1.276
C 1.678 -1.358 2.311
H -1.683 4.073 -2.554
H -0.399 1.453 0.507
H -2.437 0.316 -1.247
H -1.341 -0.885 -0.926
H -1.392 -1.877 1.116
H -2.454 -1.212 2.405
H 0.290 0.310 -2.300
H 1.584 1.352 -1.318
H 2.689 -2.310 -1.725
H 0.625 -1.578 1.844
H 1.572 -0.999 3.299
H 2.452 -2.168 2.354
*
```

## Properties
Maximum force ... 3.613 eV/A
SMILES ... C#C[C@@H](CN=C)CP(S)SC
Relative energy (zero: lowest compared OMol25 entry of this formula, charge and spin) ... 0.0 kJ/mol
HOMO level ... -8.992 eV
HOMO-LUMO gap ... 0.3528 Ha